# 1
This record from the Open Molecules 2025 dataset describes a gas-phase ion, C4H11N2S (charge -2) in a non-equilibrium geometry. The level of theory is ωB97M-V/def2-TZVPD.

Structure (XYZ):
```
18
Properties=species:S:1:pos:R:3:mulliken_charge:R:1
C 0.7233 1.3015 0.8052 -3.830
C -0.6628 0.8866 0.2600 -0.366
C -0.7576 1.2726 -1.2743 -0.420
S -1.7636 0.3000 -2.3867 -0.924
N -0.7312 -0.5994 0.2784 -0.513
C 0.3530 -1.3024 -0.3012 -0.026
N 0.8417 -2.3247 0.7711 -1.003
H 0.6923 0.9062 1.8579 0.111
H 0.9413 2.4101 0.8269 1.181
H 1.6270 0.8744 0.2166 0.574
H -1.5303 1.2456 0.7684 0.933
H -1.1624 2.3771 -1.3672 0.238
H 0.3630 1.1859 -1.5134 0.244
H -1.6570 -1.0104 -0.0462 0.273
H 0.1044 -1.9667 -1.2140 0.304
H 1.2783 -0.6904 -0.4812 0.547
H 0.2080 -2.9435 1.1382 0.278
H 1.1324 -1.9224 1.6616 0.398
```

Results
HOMO-LUMO gap (spin up / spin down): 0.0742 / 0.2188 Ha
E_tot: -666.5224 Eh
Multiplicity: 2
E_LUMO (spin up / spin down): 6.10 / 6.11 eV
Expectation value of S²: 0.75
Net charge: -2



# 2
This record from the Open Molecules 2025 dataset describes a molecular structure, C6H8N2O2 in a non-equilibrium geometry. The level of theory is ωB97M-V/def2-TZVPD.

Structure (XYZ):
```
18
Properties=species:S:1:pos:R:3:mulliken_charge:R:1
C -0.6243 3.9204 -1.3885 -0.771
N -0.5423 2.5685 -0.8829 -0.181
C 0.3844 1.7082 -1.3275 0.044
O 1.1961 1.9799 -2.2113 -0.603
C 0.3837 0.3769 -0.7205 0.214
C 0.3272 -0.6164 -0.0309 0.198
C 0.0114 -1.6475 0.9561 -0.380
C 0.6076 -2.9622 0.6187 0.487
N 1.5589 -3.6274 0.2946 -0.644
H 0.3221 4.4562 -1.2246 0.261
H -0.8394 3.9228 -2.4674 0.248
H -1.4289 4.4342 -0.8514 0.332
H -1.1521 2.3077 -0.1147 0.253
H 0.3529 -1.3250 1.9528 0.282
H -1.0807 -1.7836 1.0171 0.313
O -0.0441 -4.6820 2.1030 -0.813
H -0.5093 -4.1500 2.7577 0.284
H 1.0768 -4.8809 1.5196 0.476
```

Results
HOMO-LUMO gap: 0.3781 Ha
E_tot: -493.2394 Eh
E_LUMO: 0.18 eV
Net charge: 0



# 3
This record from the Open Molecules 2025 dataset describes C4H8O in the gas phase in a non-equilibrium geometry. The level of theory is ωB97M-V/def2-TZVPD.

Structure (XYZ):
```
13
Properties=species:S:1:pos:R:3:mulliken_charge:R:1
C 0.7662 1.8046 -0.0810 -0.960
C 0.7697 0.6576 0.9102 -0.456
C 0.5663 -0.6751 0.1977 -0.347
C -0.9658 -0.8504 -0.0630 -0.020
H 1.7335 1.8606 -0.7328 0.264
H 0.7497 2.7830 0.4676 0.312
H -0.1770 1.6733 -0.7310 0.262
H 1.6712 0.6696 1.5070 0.307
H -0.0771 0.7826 1.6016 0.280
H 0.7614 -1.5437 0.8277 0.297
H 1.1070 -0.7847 -0.7805 0.246
H -1.6204 -0.4414 0.7781 0.277
O -1.3708 -1.3275 -1.0901 -0.464
```

Results
HOMO-LUMO gap: 0.3977 Ha
E_tot: -232.4205 Eh
E_LUMO: 1.09 eV
Net charge: 0